(1)
The following is a quantum chemistry calculation of a cluster of 8 separate species, C15H44ClO11 in total in a non-equilibrium geometry, from OMol25.

XYZ file:
```
71
Properties=species:S:1:pos:R:3:forces:R:3
Cl 1.2203 -1.1126 -0.1446 -2.11 -0.17 -0.80
O 1.0958 -0.2966 -1.3684 0.14 -0.94 1.57
O 1.7333 -2.4021 -0.3733 1.66 -1.91 -1.82
O 2.0450 -0.4932 0.8171 0.96 1.82 1.09
O -0.0839 -1.4093 0.4342 -0.87 1.49 0.11
O 3.5226 1.0176 -3.8053 0.24 0.35 -0.35
H 3.0502 0.3779 -3.2725 -0.11 -0.65 0.28
H 3.1043 1.8544 -3.6027 -0.03 0.20 0.11
O 1.5303 -3.6379 2.9036 0.11 -0.33 0.32
H 1.0181 -3.0276 3.4341 -0.11 0.20 0.05
H 1.2850 -3.4353 2.0008 0.00 0.20 -0.48
C 5.5013 3.3114 1.4616 -0.47 -0.10 0.70
C 4.7697 2.0137 1.8470 1.95 -0.01 -0.26
C 3.4297 2.1743 2.4704 -0.29 0.76 0.37
O 4.6833 1.2320 0.6639 -0.21 0.14 0.52
H 6.4961 3.1646 1.0409 -0.21 -0.47 -0.26
H 5.6931 3.8731 2.3758 -0.27 0.38 0.04
H 4.8832 3.8723 0.7607 0.09 0.20 0.02
H 5.4023 1.5393 2.5972 0.37 -0.54 -0.03
H 2.9612 1.2339 2.7605 -0.11 -0.18 -0.76
H 2.8907 2.7709 1.7344 -0.88 -0.13 0.34
H 3.4795 2.6771 3.4363 0.16 0.56 -0.13
H 3.8087 0.8431 0.7366 -0.21 -0.71 -0.59
C -0.8805 3.0277 2.4429 -0.95 -0.09 0.28
C -0.5815 1.5434 2.2765 0.29 -0.10 0.39
C 0.0383 0.8555 3.5212 1.23 0.69 -0.45
O -1.6702 0.7585 1.8897 -1.43 0.23 -0.25
H -1.3925 3.2074 3.3883 0.58 0.23 0.47
H -1.6090 3.4632 1.7590 0.09 -0.51 -0.67
H 0.0468 3.5779 2.2832 -0.04 0.14 0.60
H 0.1121 1.5134 1.4362 0.61 -0.23 0.23
H -0.5634 0.4813 4.3494 -0.89 0.02 -0.64
H 0.7201 1.5223 4.0492 0.43 0.18 -0.24
H 0.6226 0.0444 3.0866 0.09 -0.26 0.41
H -1.3147 0.0708 1.3220 0.10 -0.48 -0.23
C 0.6064 -3.2002 -4.3489 0.17 0.31 -0.43
C 1.4850 -1.9761 -4.6583 0.83 -0.46 2.22
C 0.6796 -0.6788 -4.7912 1.01 -0.63 -0.28
O 2.4856 -1.8391 -3.5562 -0.68 -0.16 -1.37
H 0.0872 -3.0230 -3.4071 -0.09 0.03 0.05
H 1.1545 -4.1384 -4.2627 0.29 0.14 0.02
H -0.1397 -3.3518 -5.1289 -0.14 0.12 -0.04
H 2.1221 -2.1154 -5.5316 -0.17 -0.13 -0.07
H -0.3290 -0.7590 -4.3857 0.01 0.11 -0.23
H 0.7537 -0.4949 -5.8630 -0.82 0.59 -0.03
H 1.2564 0.0877 -4.2736 -0.32 0.08 -0.14
H 2.1175 -2.2410 -2.7659 -0.13 0.05 0.33
C -1.8604 2.0501 -1.8342 0.12 -0.02 1.18
C -2.7526 0.8859 -2.2602 0.95 0.93 -1.02
C -4.1820 1.1758 -1.9745 -0.98 -0.52 1.06
O -2.6209 0.7460 -3.6939 -0.03 0.16 -0.19
H -2.1444 2.9751 -2.3361 0.12 -0.13 -0.60
H -0.7912 1.8436 -1.8814 0.03 -0.08 -0.55
H -1.9876 2.3376 -0.7905 -0.29 -0.43 0.32
H -2.4387 -0.0953 -1.9039 0.03 0.25 0.79
H -4.7378 0.2653 -2.1987 -0.45 0.28 -0.32
H -4.5991 2.0666 -2.4442 0.25 -0.20 -0.58
H -4.3534 1.3621 -0.9144 0.25 -0.19 0.28
H -1.8706 1.2973 -3.9277 0.07 -0.13 -0.30
C -4.3357 -1.4993 1.6134 0.61 1.97 -0.34
C -4.0611 -2.8638 2.0936 2.43 1.06 1.09
C -2.6924 -2.9896 2.8399 0.46 -1.38 -1.64
O -4.9493 -3.1383 3.1141 -2.76 -1.65 0.52
H -4.1597 -0.7979 2.4290 -0.14 0.17 0.15
H -5.3493 -1.3319 1.2491 -0.01 -0.30 -0.08
H -3.6105 -1.1896 0.8609 -0.08 -0.05 -0.31
H -4.1266 -3.4869 1.2017 -0.25 -0.97 0.64
H -1.7934 -3.0725 2.2291 0.03 0.98 -0.44
H -2.6634 -4.0176 3.2011 -0.41 0.03 0.76
H -2.5508 -2.2632 3.6402 -0.18 0.05 -0.11
H -4.6961 -2.7361 3.9482 0.34 0.14 -0.29
```
Positions in Å, forces in eV/Å.

Results
Lowest unoccupied orbital energy: 0.099 Eh
Total charge: -1
Energy relative to the best compared isomer or geometry (same formula, charge and spin): 50.5 kcal per mole
Strongest force on any atom: 0.06339 hartree/bohr
E_HOMO: -7.24 eV
HOMO-LUMO gap: 9.9 eV

The computed Löwdin charges, all in e, follow: 0.64 -0.35 -0.33 -0.34 -0.38 -0.06 -0.01 0.03 -0.05 0.02 0.00 -0.06 -0.52 -0.07 -0.03 0.07 0.07 0.08 0.12 0.07 0.09 0.08 0.04 -0.05 -0.49 -0.04 -0.06 0.07 0.07 0.07 0.12 0.07 0.06 0.06 0.04 -0.06 -0.41 -0.05 -0.09 0.08 0.07 0.07 0.12 0.07 0.08 0.05 0.03 -0.05 -0.47 -0.07 -0.08 0.08 0.07 0.07 0.14 0.08 0.08 0.08 0.06 -0.08 -0.51 -0.04 -0.06 0.08 0.08 0.08 0.14 0.06 0.07 0.08 0.09

=====

(2)
The following is a quantum chemistry calculation of a cluster of 9 separate species, C15H48N10O9 in total in a non-equilibrium geometry, from OMol25.

XYZ file:
```
82
Properties=species:S:1:pos:R:3:forces:R:3
C 0.8527 4.3717 -0.9938 0.31 -1.03 0.15
O -0.4023 3.8087 -1.1048 -1.59 -0.76 -0.64
H 1.4157 4.3027 -1.9068 0.38 0.04 -0.76
H 1.3707 3.8307 -0.2438 1.08 -0.27 0.77
H 0.8497 5.3957 -0.7268 -0.55 1.16 0.36
H -0.4803 2.8787 -0.7648 0.39 1.70 -0.21
C -3.8063 -0.9223 -0.7168 -1.72 -4.72 -4.78
O -4.3823 -1.5553 -1.8048 2.16 2.93 4.71
N -2.6923 -1.4303 -0.2018 2.25 0.03 1.53
N -4.3463 0.0857 -0.0628 -1.79 1.28 -0.30
H -2.1953 -2.2373 -0.6088 -0.82 0.72 -0.42
H -2.0173 -0.9123 0.4502 -2.30 -0.91 -2.02
H -5.2873 0.3317 -0.4088 1.09 0.21 0.54
H -3.8133 0.5347 0.7152 -1.55 -0.45 -1.80
C -1.7643 1.0327 1.3572 3.00 2.92 -2.38
O -1.1953 2.0637 0.6182 -2.96 -4.78 3.38
N -1.1923 -0.1363 1.4682 3.07 -1.12 0.55
N -2.9383 1.1327 1.9322 -3.05 3.19 1.80
H -0.2093 -0.2723 0.9782 -0.64 -0.21 1.08
H -1.4883 -0.9513 2.0472 0.08 1.63 -0.21
H -3.3283 2.1247 1.9112 0.48 -2.02 0.25
H -3.5013 0.3717 2.3922 1.47 1.27 -0.35
C 3.2897 1.6417 -1.1218 0.40 -5.38 5.03
O 3.4067 0.5587 -0.2368 -0.39 4.87 -4.15
N 4.1327 2.6367 -1.1488 2.71 2.79 -0.87
N 2.2357 1.8147 -1.8708 -1.46 -0.66 -1.43
H 5.1117 2.6557 -0.8058 -1.49 -0.48 -0.23
H 3.8877 3.3197 -1.8898 0.87 -0.48 1.05
H 1.5637 1.0397 -1.7958 0.08 0.73 -0.44
H 2.1047 2.5667 -2.5588 0.30 -0.81 0.76
C -1.5553 -4.4023 -0.9948 7.10 -2.19 3.21
O -0.2953 -4.9343 -0.5278 -6.92 2.60 -2.71
N -2.6823 -4.7143 -0.4578 -2.45 -4.75 3.35
N -1.6893 -3.3363 -1.7308 3.33 0.67 -1.92
H -2.6083 -5.5963 0.1092 -0.56 1.46 -0.77
H -3.5973 -4.3163 -0.6318 0.44 0.09 -0.26
H -0.7903 -3.0403 -2.0568 0.50 0.70 -0.47
H -2.4723 -3.1323 -2.2748 -1.62 0.23 -0.86
C 0.7197 -0.9133 -0.8908 -1.61 -5.56 -6.12
O 0.6887 -2.0033 -1.6688 0.81 4.58 3.64
N 0.1987 0.2077 -1.3118 -2.52 2.59 -1.99
N 1.1077 -0.7973 0.3472 2.95 -2.33 3.93
H -0.1633 0.2007 -2.3038 0.58 0.16 1.61
H -0.1703 0.9297 -0.6268 0.58 -1.14 -1.14
H 1.4307 -1.7433 0.6672 -0.30 0.77 0.05
H 1.9357 -0.1593 0.4052 -0.07 0.19 -0.15
C 1.8847 3.8477 3.8692 0.26 -0.51 0.91
C 1.1217 3.4167 2.6202 9.47 1.54 -1.17
C 1.8257 2.2457 1.9972 0.66 -0.86 -0.81
O -0.0153 3.0147 2.8292 -10.81 -1.89 3.45
H 2.9287 3.9207 3.6752 1.06 -0.12 -0.70
H 1.8697 3.1457 4.7312 -0.60 0.16 -0.61
H 1.6907 4.8327 4.2342 -0.89 0.69 0.28
H 1.2287 4.2237 1.9092 -0.17 0.98 -0.47
H 2.0027 1.4447 2.7072 -0.05 -0.12 0.38
H 2.7597 2.4787 1.5472 0.96 0.17 -0.50
H 1.1597 1.8267 1.2272 0.35 0.18 0.02
H -0.4813 2.7107 2.0432 0.08 0.21 -0.43
C -1.2993 -1.4763 -4.3388 0.26 0.57 -1.93
C -1.2753 0.0487 -4.3128 -10.06 -3.13 -1.70
C -2.3003 0.5237 -3.2868 -0.16 -0.04 0.95
O -0.1263 0.4497 -4.0728 9.29 3.82 1.63
H -0.6613 -1.7453 -3.5388 0.63 -0.86 0.64
H -0.8773 -1.7503 -5.3188 0.31 -0.33 0.51
H -2.2693 -1.9553 -4.3208 -0.33 0.29 0.38
H -1.6053 0.4157 -5.2898 -0.46 -0.05 -0.34
H -2.1223 0.1817 -2.2648 0.75 0.02 -0.02
H -3.2313 0.0367 -3.3908 -1.33 -0.27 -0.84
H -2.4563 1.5907 -3.2098 0.10 0.51 -0.30
H -0.1273 1.4137 -4.1748 0.47 -0.18 0.11
C 3.2827 -3.8163 2.8532 -0.16 -1.07 -0.50
C 1.8097 -3.4063 2.7762 3.36 -0.78 8.14
C 1.6307 -2.0603 3.4232 0.18 -0.20 1.03
O 1.2607 -3.3613 1.6512 -3.54 0.01 -8.39
H 3.6287 -4.1113 3.8782 -0.74 0.28 -0.79
H 3.9517 -3.0283 2.5282 0.17 0.02 -0.46
H 3.2987 -4.7133 2.2032 0.77 0.42 0.24
H 1.3227 -4.2533 3.3132 0.00 0.60 0.87
H 0.6877 -1.6963 3.1012 -1.11 0.70 -0.10
H 2.3767 -1.3183 3.1622 0.29 -0.03 -0.16
H 1.5857 -2.1893 4.4772 0.14 0.30 1.14
H 0.3037 -3.2213 1.8132 0.77 -0.49 -0.86
```
Positions in Å, forces in eV/Å.

Results
Lowest unoccupied orbital energy: -0.006 Eh
Total charge: 0
Energy relative to the best compared isomer or geometry (same formula, charge and spin): 122.9 kcal per mole
Strongest force on any atom: 0.22365 hartree/bohr
E_HOMO: -8.68 eV
HOMO-LUMO gap: 8.5 eV

The computed Löwdin charges, all in e, follow: -0.19 -0.12 0.05 0.05 0.08 0.04 -0.62 -0.15 0.15 0.16 0.04 0.04 0.14 0.03 -0.54 -0.13 0.13 0.14 0.08 0.16 0.19 0.18 -0.58 -0.14 0.17 0.17 0.15 0.12 0.06 0.12 -0.57 -0.16 0.16 0.13 0.15 0.12 0.07 0.09 -0.59 -0.04 0.15 0.13 0.10 0.11 0.13 0.09 -0.03 -0.66 -0.05 0.03 0.06 0.10 0.06 0.13 0.09 0.06 0.06 0.05 -0.01 -0.63 -0.04 0.01 0.04 0.10 0.09 0.14 0.05 0.06 0.09 0.15 -0.03 -0.65 -0.04 -0.01 0.10 0.07 0.09 0.15 0.04 0.09 0.08 0.13

=====

(3)
The following is a quantum chemistry calculation of a cluster of 9 separate species, C15H48O9 in total in a non-equilibrium geometry, from OMol25.

XYZ file:
```
72
Properties=species:S:1:pos:R:3:forces:R:3
C 2.1977 3.8745 -2.5203 0.57 -0.35 0.36
C 1.5526 4.1858 -3.8427 -0.92 0.53 0.81
C 2.1412 3.3946 -4.9416 0.20 0.06 -1.46
O 0.1243 3.9109 -3.8133 0.05 -0.26 0.52
H 1.8941 4.5514 -1.7253 -0.14 0.02 0.09
H 3.2909 3.9366 -2.6005 -0.20 0.14 -0.04
H 1.9918 2.8423 -2.2207 -0.13 0.07 0.02
H 1.6463 5.2592 -4.0341 0.14 -0.02 -0.20
H 1.5095 3.4584 -5.8357 0.07 -0.01 0.14
H 2.2826 2.3429 -4.7129 0.02 -0.11 0.24
H 3.0969 3.8484 -5.2108 0.11 -0.25 0.02
H -0.2471 4.3220 -3.0184 0.13 0.18 -0.26
C -3.9432 -4.4964 0.9218 -0.57 -1.00 -0.06
C -2.7445 -3.7049 1.3350 0.37 0.60 0.44
C -2.3824 -2.6229 0.3451 0.45 0.28 -0.04
O -2.9675 -3.0338 2.6073 0.10 -0.39 -0.45
H -4.1626 -5.2782 1.6636 -0.02 0.18 -0.09
H -3.7669 -5.0292 -0.0189 0.12 0.13 0.06
H -4.8477 -3.9024 0.7848 0.15 0.23 0.12
H -1.8700 -4.3676 1.4318 -0.19 -0.01 0.10
H -3.1834 -1.8941 0.2224 -0.10 -0.08 -0.01
H -2.1101 -3.0456 -0.6260 -0.20 -0.05 0.07
H -1.4999 -2.0804 0.6955 -0.09 0.04 0.03
H -3.2050 -3.6833 3.2819 0.03 0.08 -0.19
C 0.8547 -2.7489 -2.9887 0.17 0.20 -0.10
C 1.7778 -1.5705 -2.6273 -0.57 -0.22 0.41
C 2.1723 -0.7159 -3.8120 0.46 0.32 0.00
O 1.1739 -0.7528 -1.5833 0.27 -0.12 -0.57
H 0.6930 -3.4032 -2.1295 -0.05 0.17 0.04
H 1.3007 -3.3653 -3.7778 0.06 0.14 0.10
H -0.1169 -2.4086 -3.3620 0.10 0.09 0.11
H 2.6941 -1.9811 -2.1828 -0.17 0.04 -0.01
H 3.0393 -0.1076 -3.5295 -0.19 0.08 -0.06
H 1.3731 -0.0400 -4.1262 -0.09 -0.12 0.01
H 2.4839 -1.3109 -4.6707 -0.11 -0.12 0.03
H 0.7563 0.0473 -1.9753 0.10 -0.45 0.10
C -0.6550 3.6763 3.4071 -0.25 -0.44 0.29
C -1.9424 3.3807 2.6650 0.28 -0.66 -1.32
C -2.9629 4.4673 2.7331 -0.35 0.43 0.42
O -1.6543 3.2085 1.2494 0.08 -0.15 0.15
H -0.0798 4.4098 2.8512 0.06 0.20 0.04
H -0.0782 2.7539 3.4764 0.19 0.07 0.00
H -0.8579 4.0235 4.4259 0.09 0.03 -0.13
H -2.4011 2.4353 2.9772 0.16 0.15 0.46
H -3.9184 4.0947 2.3702 -0.09 0.12 -0.05
H -2.6704 5.3339 2.1376 0.09 -0.05 -0.02
H -3.0763 4.7927 3.7707 -0.16 0.02 -0.06
H -1.1902 2.3605 1.1355 -0.09 0.39 0.26
C 2.5180 -3.2993 1.8019 -0.03 0.09 -0.64
C 1.3154 -2.4360 2.1562 0.62 -0.20 0.56
C 0.5108 -3.0451 3.2902 -0.59 -0.40 -0.20
O 1.7606 -1.0960 2.4980 -0.36 -0.20 -0.14
H 3.2032 -3.4332 2.6378 -0.11 -0.09 0.13
H 3.0835 -2.8534 0.9770 -0.05 0.09 0.14
H 2.1631 -4.2664 1.4299 0.12 -0.02 0.25
H 0.6984 -2.3475 1.2608 -0.08 0.26 0.05
H 0.2369 -4.0737 3.0186 0.04 0.17 -0.01
H -0.4305 -2.5149 3.4609 0.20 0.10 0.06
H 1.0615 -3.1351 4.2315 0.16 0.25 -0.12
H 1.9049 -1.0538 3.4520 0.00 -0.01 -0.13
O -0.4982 1.3513 -2.2873 -0.10 0.43 -0.30
H -0.3899 2.2643 -2.6380 0.07 -0.69 -0.02
H -1.1603 0.9358 -2.8576 0.11 0.20 0.16
O -2.2653 -0.2253 3.1866 0.57 -0.03 -0.66
H -1.6841 0.1214 2.4643 -0.58 -0.39 0.66
H -2.3897 -1.1684 2.9755 -0.12 0.38 0.06
O -0.2656 0.6459 1.3562 0.55 -0.59 -0.05
H -0.1307 0.4608 0.4138 0.01 0.02 0.18
H 0.4393 0.1270 1.8176 -0.35 0.47 -0.33
O 3.2405 0.1393 0.2227 -0.15 -0.38 0.17
H 2.6238 -0.1203 -0.4890 0.05 0.03 0.43
H 2.9415 -0.3451 1.0187 0.08 0.39 -0.55
```
Positions in Å, forces in eV/Å.

Results
Lowest unoccupied orbital energy: 0.016 Eh
Total charge: 0
Energy relative to the best compared isomer or geometry (same formula, charge and spin): 0.0 kcal per mole
Strongest force on any atom: 0.02921 hartree/bohr
E_HOMO: -9.27 eV
HOMO-LUMO gap: 9.7 eV

The computed Löwdin charges, all in e, follow: -0.05 -0.49 -0.06 -0.07 0.08 0.09 0.08 0.14 0.09 0.07 0.09 0.09 -0.07 -0.48 -0.05 -0.07 0.08 0.09 0.09 0.13 0.10 0.08 0.06 0.10 -0.05 -0.45 -0.06 -0.11 0.07 0.08 0.08 0.14 0.09 0.07 0.08 0.04 -0.05 -0.49 -0.07 -0.09 0.08 0.07 0.08 0.12 0.08 0.08 0.08 0.04 -0.05 -0.45 -0.05 -0.08 0.09 0.08 0.08 0.12 0.08 0.07 0.09 0.11 -0.05 0.04 0.07 -0.09 0.00 -0.02 -0.06 0.05 0.05 -0.09 -0.01 0.00